Molecular formula: C5H9NO
Method: DFT, wB97M-V/def2-TZVPD

Last column: Mulliken charge in e.
Atoms and positions in Å:
C  -1.0626  0.6485  -1.4150  -1.352
C  -1.0015  0.0860  -0.0049  0.116
N  -0.8827  -1.3800  0.0427  -0.136
C  0.2847  -1.3886  0.7534  0.234
O  1.0778  -2.2533  1.0349  -0.620
C  0.2749  0.1329  0.9205  0.346
C  1.6578  0.6770  0.5822  -1.356
H  -0.1682  0.4222  -2.0022  0.336
H  -1.2201  1.7320  -1.4137  0.314
H  -1.9241  0.1986  -1.9284  0.348
H  -1.8943  0.4184  0.5401  0.249
H  -1.2276  -2.0741  -0.6057  0.231
H  -0.0066  0.4498  1.9297  0.297
H  2.3567  0.0735  1.1740  0.338
H  1.8029  1.7238  0.8589  0.344
H  1.9329  0.5333  -0.4665  0.310

The energy relative to the best compared isomer or geometry (same formula, charge and spin) is 84.67 kJ/mol. The HOMO energy is -9.656 eV. The SMILES is C[C@@H]1C(=O)N[C@@H]1C. As for the LUMO energy: 0.9 eV. The gap between HOMO and LUMO is 10.5739 eV. The calculation puts the total energy at -325.9053 Ha.

---

Molecular formula: C2H2INO2S
Method: DFT, wB97M-V/def2-TZVPD

Last column: Löwdin spin population.
Atoms and positions in Å:
C  -1.2557  -1.4738  0.0376  0.078
C  0.1712  -0.2146  0.2929  0.061
N  -1.7537  -2.4913  -0.0638  0.018
O  1.3363  -2.0456  -1.2514  0.124
O  1.5260  -2.2030  1.1102  0.158
S  1.3771  -1.3559  -0.0190  0.312
I  3.3526  0.1720  0.0040  1.248
H  0.2251  -0.1680  1.3265  0.001
H  0.0699  0.4626  -0.4751  0.001

The energy relative to the best compared isomer or geometry (same formula, charge and spin) is 155.16 kJ/mol. The HOMO energy (alpha / beta) is -7.449 / -11.191 eV. As for the spin multiplicity: 3. As for the LUMO energy (alpha / beta): -0.3 / -4.8 eV. The gap between HOMO and LUMO (alpha / beta) is 7.1701 / 6.4218 eV. The calculation puts the total energy at -978.2827 Ha.

---

Molecular formula: C15H23CoN3O7P
Method: DFT, wB97M-V/def2-TZVPD

Last column: Löwdin spin population.
Atoms and positions in Å:
Co  0.5146  0.9848  0.8009  2.556
O  5.6779  -2.2464  0.5207  0.019
C  4.6270  -1.6701  0.5174  0.005
C  3.5439  -1.7615  1.5917  0.007
O  3.4853  -2.5896  2.4699  0.017
C  2.5568  -0.7272  1.2427  0.000
C  2.8643  -0.1551  -0.0351  0.015
O  2.0451  0.6270  -0.5977  0.115
C  4.1108  -0.7319  -0.5743  0.011
O  4.5978  -0.5716  -1.6697  0.029
O  1.4837  -0.4288  1.8407  0.124
C  2.1897  3.1820  2.6683  0.001
O  1.6423  2.7820  1.4209  0.018
C  0.9599  3.8086  0.7281  0.002
C  -0.4850  3.9099  1.2222  0.001
O  -1.0354  2.6017  1.1584  0.032
C  -2.3277  2.5212  1.7262  0.004
H  2.9684  3.9320  2.4986  0.001
H  2.6301  2.2947  3.1182  0.000
H  1.4302  3.5948  3.3374  0.000
H  0.9682  3.5114  -0.3271  0.000
H  1.4692  4.7717  0.8463  0.001
H  -1.0619  4.6001  0.5934  0.000
H  -0.5127  4.2701  2.2601  0.000
H  -3.0463  3.0785  1.1149  0.000
H  -2.3355  2.9302  2.7412  0.000
H  -2.5993  1.4670  1.7598  0.001
C  -3.1338  -1.9874  -1.9167  0.000
N  -1.9441  -1.4457  -2.7104  0.004
C  -0.8851  -2.5455  -2.7646  0.000
N  -0.5620  -2.9984  -1.4704  0.000
C  -1.7327  -3.4957  -0.7725  0.000
N  -2.7326  -2.4461  -0.6443  0.003
C  -2.3269  -1.3866  0.2615  0.005
P  -0.7920  -0.4819  -0.3118  0.021
C  -1.4074  -0.2186  -2.0789  0.010
C  0.1861  -2.0269  -0.6994  -0.003
H  -3.5517  -2.8198  -2.4905  0.000
H  -3.8796  -1.1905  -1.8344  0.000
H  -2.2484  -1.2362  -3.6655  0.000
H  -0.0007  -2.1356  -3.2590  0.000
H  -1.2960  -3.3646  -3.3612  0.000
H  -1.4461  -3.8521  0.2172  0.000
H  -2.1587  -4.3287  -1.3405  0.000
H  -2.1156  -1.8148  1.2452  0.000
H  -3.1599  -0.6857  0.3747  0.000
H  -0.5721  0.1652  -2.6714  0.000
H  -2.1916  0.5445  -2.0728  0.000
H  0.4985  -2.4803  0.2447  0.000
H  1.0907  -1.7562  -1.2514  0.001

The energy relative to the best compared isomer or geometry (same formula, charge and spin) is 118.09 kJ/mol. Its total charge is +1. The HOMO energy (alpha / beta) is -9.658 / -9.573 eV. As for the spin multiplicity: 4. As for the LUMO energy (alpha / beta): -3.3 / -3.8 eV. The gap between HOMO and LUMO (alpha / beta) is 6.3581 / 5.7836 eV. The calculation puts the total energy at -3000.1192 Ha.

---

Molecular formula: C35H66NO23S4
Method: DFT, wB97M-V/def2-TZVPD

Last column: Mulliken charge in e.
Atoms and positions in Å:
C  -2.3050  0.4221  -1.8400  0.511
C  -1.0838  0.8402  -1.0744  2.622
C  -1.5293  1.8666  -0.0025  -1.439
C  -0.5500  2.0832  1.1265  -0.636
C  -0.3393  0.7501  1.8136  -1.118
C  0.2339  -0.2769  0.8547  1.953
N  -0.4753  -0.2856  -0.3926  1.086
O  -0.1234  -1.3532  -1.1984  -0.696
C  0.2545  -1.6601  1.5007  -0.604
C  1.7052  0.0903  0.5162  -0.187
C  -0.0646  1.5847  -1.9722  -1.280
H  -2.8735  1.2247  -2.3280  0.496
H  -3.0350  0.0240  -1.1216  -0.804
H  -2.2201  -0.3721  -2.5815  -1.363
H  -2.5461  1.7123  0.3767  0.144
H  -1.6654  2.8164  -0.5440  0.137
H  -0.9445  2.8034  1.8463  0.778
H  0.4448  2.4044  0.7933  0.034
H  -1.3128  0.4135  2.2001  -0.091
H  0.2948  0.7894  2.7078  0.732
H  -0.5246  -2.2893  1.0668  -0.268
H  0.0513  -1.5599  2.5691  -0.773
H  1.1815  -2.2236  1.4129  0.340
H  2.3083  0.4336  1.3741  0.104
H  1.8251  0.8901  -0.2176  -0.490
H  2.1893  -0.7464  0.0142  -0.318
H  0.8093  2.0783  -1.5669  0.040
H  -0.6389  2.3364  -2.5477  0.539
H  0.2019  0.8976  -2.7865  -0.514
C  -6.4538  -0.3625  -1.6838  0.062
C  -6.9527  -0.9300  -0.3340  -0.174
O  -6.7218  0.1383  0.6089  -0.371
C  -6.2911  1.2447  -0.0377  0.804
O  -6.0291  2.2772  0.4815  -0.550
O  -6.1405  1.0021  -1.3619  -0.377
H  -7.2418  -0.4368  -2.4224  0.361
H  -5.4874  -0.7951  -1.9329  -0.038
H  -6.3632  -1.7505  0.0643  0.049
H  -8.0236  -1.1121  -0.3595  0.301
C  -1.6301  0.4668  -5.3474  0.308
C  -1.2479  -0.9915  -5.1230  0.656
O  -1.4014  -1.5975  -6.4042  -0.447
C  -1.5070  -0.6206  -7.3366  0.504
O  -1.6019  -0.8052  -8.5032  -0.538
O  -1.4370  0.5985  -6.7500  -0.392
H  -0.9039  1.0585  -4.7928  0.103
H  -2.6343  0.7251  -5.0183  0.192
H  -1.9404  -1.4344  -4.4115  -0.058
H  -0.2268  -1.1164  -4.7673  -0.267
C  1.0131  3.8125  3.9374  0.788
C  2.1246  4.8588  3.8647  -0.288
O  3.1296  4.2468  4.6698  -0.392
C  2.7602  3.0262  5.1182  0.657
O  3.3962  2.3752  5.8750  -0.540
O  1.6206  2.6413  4.4803  -0.329
H  0.5700  3.5408  2.9824  -0.910
H  0.1743  4.0789  4.5843  0.421
H  1.7818  5.7838  4.3212  0.318
H  2.5174  5.0351  2.8666  0.309
C  -1.2454  -3.6522  -2.8792  0.924
C  -0.7599  -4.5260  -1.7216  0.470
O  -1.4616  -5.7598  -1.9068  -0.409
C  -2.1088  -5.7323  -3.0918  0.447
O  -2.8366  -6.5673  -3.5092  -0.551
O  -1.7649  -4.6091  -3.7867  -0.410
H  -0.4083  -3.0994  -3.2994  -0.012
H  -1.9031  -2.8657  -2.4960  -0.419
H  -0.8660  -4.0201  -0.7644  -0.246
H  0.3064  -4.7521  -1.8090  0.238
C  -3.4112  -1.4661  1.0794  1.619
C  -3.7330  -2.7649  0.3388  0.113
O  -4.6382  -3.4372  1.2270  -0.458
C  -4.5598  -2.8749  2.4604  0.539
O  -5.0556  -3.3202  3.4387  -0.565
O  -3.8341  -1.7387  2.4127  -0.485
H  -4.0187  -0.6616  0.6552  -0.886
H  -2.3609  -1.1903  1.0283  -0.421
H  -2.8844  -3.4396  0.2242  0.047
H  -4.1883  -2.5891  -0.6334  0.211
C  -0.6153  5.2827  -1.2635  0.072
C  -0.4232  5.4501  0.2494  0.582
O  -0.7005  6.8529  0.3944  -0.444
C  -0.4799  7.5072  -0.7727  0.528
O  -0.3956  8.6847  -0.8712  -0.527
O  -0.4556  6.6094  -1.7773  -0.396
H  -1.5490  4.8201  -1.5863  0.151
H  0.1634  4.7093  -1.7680  0.134
H  0.5890  5.1396  0.5099  -0.078
H  -1.1833  5.0108  0.8861  0.038
C  3.0162  -1.2156  -3.2092  -0.111
S  4.3488  -1.9739  -4.2064  0.430
O  5.5852  -1.2528  -3.7824  -0.652
C  4.4316  -3.5656  -3.3808  -0.694
H  2.6208  -1.9201  -2.4797  -0.054
H  2.2360  -0.8480  -3.8668  0.362
H  3.5340  -0.4151  -2.6855  -0.052
H  3.5562  -4.1885  -3.6020  0.323
H  4.4791  -3.3935  -2.3105  0.075
H  5.2355  -4.1621  -3.8072  0.382
C  0.8572  -2.1307  5.9590  -0.821
S  -0.3350  -3.0142  4.9063  0.608
O  -0.9928  -4.1492  5.5884  -0.705
C  -1.5068  -1.6372  4.9192  -0.381
H  0.4238  -1.7534  6.8806  0.328
H  1.2360  -1.2939  5.3670  0.176
H  1.6915  -2.8182  6.0955  0.347
H  -1.1613  -0.9241  4.1699  -0.118
H  -1.6817  -1.1397  5.8731  0.504
H  -2.4817  -2.0112  4.6040  0.129
C  4.3467  -2.7286  2.2524  -0.632
S  5.7984  -2.3100  1.2539  0.436
O  6.4431  -3.5638  0.7901  -0.658
C  4.8247  -1.6893  -0.1281  -0.012
H  3.9231  -3.6043  1.7413  0.338
H  3.5733  -1.9693  2.1465  -0.043
H  4.6343  -3.0489  3.2473  0.459
H  5.4042  -1.5915  -1.0442  0.449
H  4.4404  -0.7337  0.2366  -0.274
H  3.9883  -2.3672  -0.3106  -0.048
C  4.6446  2.6143  -0.3232  -0.350
S  5.5154  3.1053  1.1772  0.351
O  5.0583  4.4933  1.4611  -0.617
C  4.5703  2.1133  2.3147  0.190
H  4.9693  3.3094  -1.0953  0.454
H  3.5868  2.7958  -0.1224  -0.156
H  4.8208  1.5818  -0.6160  0.154
H  4.9941  2.2414  3.3107  0.472
H  4.5020  1.0631  2.0219  -0.061
H  3.5318  2.4437  2.4187  -0.436

Its total charge is -1. The HOMO energy is -3.743 eV. As for the LUMO energy: 1.7 eV. The gap between HOMO and LUMO is 5.3945 eV. The calculation puts the total energy at -4751.1470 Ha.

---

Molecular formula: C19H25CoF3O9
Method: DFT, wB97M-V/def2-TZVPD

Last column: Löwdin spin population.
Atoms and positions in Å:
Co  0.0873  0.2799  -0.6297  0.960
C  0.9534  -0.4905  -3.3365  -0.001
C  0.2225  -1.8106  -3.2856  0.000
O  0.1214  -2.2287  -1.9399  0.006
C  -0.9207  -3.1537  -1.6685  0.000
C  -1.9194  -2.5382  -0.7097  0.000
O  -2.1955  -1.2436  -1.2006  0.001
C  -3.1222  -0.4847  -0.4321  0.000
C  -3.3085  0.8009  -1.1939  0.001
O  -2.0112  1.3111  -1.4757  0.011
C  -1.7752  1.7514  -2.8002  0.001
C  -0.2877  1.6748  -3.1209  0.000
O  0.2297  0.4662  -2.5629  -0.004
H  1.0124  -0.1539  -4.3714  0.000
H  1.9536  -0.5785  -2.9197  0.000
H  0.7657  -2.5482  -3.8858  0.000
H  -0.7787  -1.6812  -3.7103  0.000
H  -0.4865  -4.0516  -1.2238  0.000
H  -1.4275  -3.4449  -2.5929  0.000
H  -1.5230  -2.4828  0.3070  0.000
H  -2.8308  -3.1466  -0.7084  0.000
H  -2.7161  -0.2958  0.5637  0.000
H  -4.0798  -1.0076  -0.3484  0.000
H  -3.8671  1.5248  -0.5991  0.000
H  -3.8455  0.6077  -2.1263  0.000
H  -2.1118  2.7833  -2.9270  0.000
H  -2.3327  1.1122  -3.4903  0.000
H  0.2642  2.5151  -2.7084  0.000
H  -0.1784  1.6535  -4.2048  0.000
C  0.0591  1.0347  5.8003  0.000
O  1.2068  0.2243  5.5624  0.000
C  1.4097  -0.1825  4.2917  0.000
C  2.6436  -0.8180  4.0461  -0.001
C  2.9463  -1.1915  2.7676  0.000
C  2.0549  -0.9642  1.6955  -0.001
C  2.4557  -1.1542  0.3251  0.002
C  3.5169  -2.1466  -0.0487  0.001
O  1.9390  -0.5123  -0.6037  0.017
C  0.7778  -0.4156  1.9756  -0.001
O  -0.1754  -0.3537  1.0800  -0.018
C  0.4855  -0.0038  3.2837  -0.001
H  0.1047  1.3223  6.8448  0.000
H  -0.8642  0.4823  5.6193  0.000
H  0.0754  1.9236  5.1676  0.000
H  3.3366  -0.9603  4.8664  0.000
H  3.9162  -1.6334  2.5759  0.000
H  4.2375  -2.3405  0.7412  0.000
H  4.0274  -1.8135  -0.9504  0.000
H  3.0003  -3.0841  -0.2760  0.000
H  -0.4706  0.4760  3.4342  0.000
F  0.4024  4.6722  -1.2144  0.000
C  -0.0621  4.4377  0.0294  0.002
F  0.7369  5.0976  0.8842  0.000
F  -1.2808  5.0001  0.0948  0.001
C  -0.1270  2.9282  0.3778  0.003
O  -0.8633  2.6240  1.3029  0.000
O  0.6188  2.2111  -0.3714  0.021

The energy relative to the best compared isomer or geometry (same formula, charge and spin) is 9.50 kJ/mol. The HOMO energy (alpha / beta) is -7.866 / -7.866 eV. As for the spin multiplicity: 2. As for the LUMO energy (alpha / beta): 0.5 / 0.5 eV. The gap between HOMO and LUMO (alpha / beta) is 8.3797 / 8.3838 eV. The calculation puts the total energy at -3098.5083 Ha.

---

Molecular formula: C9H13I
Method: DFT, wB97M-V/def2-TZVPD

Last column: Löwdin spin population.
Atoms and positions in Å:
C  1.1042  -0.6576  -0.3935  0.241
C  -0.2141  -0.8136  0.0582  0.085
C  1.6034  0.5158  -0.9072  0.000
C  -1.2100  0.0543  -0.2564  0.902
C  1.0828  1.7669  -0.6209  0.390
C  -0.6959  -2.0569  0.7331  0.030
C  2.6918  0.3784  -1.9462  0.002
C  -2.4323  0.8114  0.1629  0.151
C  0.7219  2.2339  0.7504  0.055
I  0.8560  3.0477  -2.3028  0.045
H  1.6949  -1.5502  -0.6141  0.013
H  0.0822  -2.8753  0.6295  0.008
H  -1.7506  -2.4431  0.3566  -0.003
H  -0.8885  -1.8499  1.8196  -0.007
H  3.4095  1.1935  -1.9452  -0.004
H  2.3062  0.6090  -3.0259  -0.007
H  3.2861  -0.5276  -1.8659  0.001
H  -3.1580  0.5657  -0.5887  0.014
H  -2.3755  1.9529  0.0174  0.032
H  -2.6298  0.4581  1.2064  0.025
H  1.2693  1.5558  1.4748  0.001
H  -0.3225  2.3682  0.7962  0.014
H  1.1646  3.2077  0.8996  0.010

The HOMO energy (alpha / beta) is -6.805 / -8.046 eV. As for the spin multiplicity: 3. As for the LUMO energy (alpha / beta): 0.5 / -0.5 eV. The gap between HOMO and LUMO (alpha / beta) is 7.2721 / 7.5710 eV. The calculation puts the total energy at -648.2169 Ha.